ORCA calculation (the ωB97M-V functional and the def2-TZVPD basis) on a cluster of 5 separate species, C33H63Cl8IN3O2 in total.

Electronic energy ... -152080.36674 eV
Frontier orbital gap ... 9.52 eV
HOMO ... -11.61 eV
Charge ... +1

Bonds (Å) are listed after each position.
CARTESIAN COORDINATES (ANGSTROEM)
1 C -0.7229 3.9109 3.8065  C2 1.306, H36 1.094, H37 1.088
2 C -0.7265 3.1628 2.7357  C1 1.306, C3 1.531, H38 1.089
3 C -1.3667 3.7728 1.4860  C2 1.531, N4 1.478, H39 1.100, H40 1.105
4 N -1.5549 2.8088 0.3814  C3 1.478, C5 1.400, C31 1.487
5 C -2.4384 3.3309 -0.5711  N4 1.400, N6 1.287, N14 1.394
6 N -3.7029 3.5354 -0.4500  C5 1.287, C7 1.463, C10 1.477
7 C -4.4528 4.1522 -1.5445  N6 1.463, O8 1.413, H41 1.098, H42 1.107
8 O -4.3871 3.3997 -2.7382  C7 1.413, C9 1.436
9 C -4.3431 4.3306 -3.8306  O8 1.436, H43 1.107, H44 1.095, H45 1.100
10 C -4.4582 3.1667 0.7644  N6 1.477, C11 1.557, C12 1.553, H46 1.092
11 C -5.1704 4.3905 1.4106  C10 1.557, H47 1.098, H48 1.097, H49 1.103
12 C -5.5189 2.0760 0.4520  C10 1.553, C13 1.565, H50 1.102, H51 1.098
13 C -6.0791 1.4955 1.7933  C12 1.565, H52 1.107, H53 1.097, H54 1.092
14 N -1.6401 3.5880 -1.6846  C5 1.394, C15 1.510, H55 1.021
15 C -0.8998 2.2736 -1.7544  N14 1.510, C16 1.541, C31 1.537, H56 1.103
16 C 0.0366 2.1974 -2.9760  C15 1.541, C17 1.554, H57 1.103, H58 1.103
17 C 1.1634 1.1301 -2.8990  C16 1.554, C18 1.551, H59 1.102, H60 1.098
18 C 0.8082 -0.1625 -2.1178  C17 1.551, C19 1.558, H61 1.098, H62 1.102
19 C 1.8316 -1.2521 -2.5553  C18 1.558, C20 1.545, H63 1.105, H64 1.102
20 C 2.0273 -2.3686 -1.5052  C19 1.545, C21 1.560, H65 1.100, H66 1.099
21 C 0.8917 -3.4195 -1.7014  C20 1.560, C22 1.569, H67 1.103, H68 1.098
22 C 0.8995 -4.5918 -0.6590  C21 1.569, C23 1.545, H69 1.100, H70 1.103
23 C 2.2358 -4.8130 0.0846  C22 1.545, C24 1.567, H71 1.105, H72 1.094
24 C 2.2695 -3.9726 1.4071  C23 1.567, C25 1.560, H73 1.102, H74 1.100
25 C 3.6776 -3.3320 1.6109  C24 1.560, C26 1.546, H75 1.098, H76 1.102
26 C 4.8075 -4.3838 1.6848  C25 1.546, C27 1.560, H77 1.103, H78 1.097
27 C 5.2159 -4.7789 3.1374  C26 1.560, C28 1.553, H79 1.104, H80 1.100
28 C 6.3171 -3.8629 3.7381  C27 1.553, C29 1.556, H81 1.099, H82 1.103
29 C 5.7064 -2.5309 4.2602  C28 1.556, C30 1.552, H83 1.100, H84 1.100
30 C 6.5737 -1.8506 5.3531  C29 1.552, H85 1.099, H86 1.097, H87 1.099
31 C -0.3550 2.2765 -0.3173  N4 1.487, C15 1.537, C32 1.526, H88 1.100
32 C 1.0201 2.8680 -0.0224  C31 1.526, C33 1.544, H89 1.101, H90 1.096
33 C 1.8420 2.0095 0.9636  C32 1.544, O34 1.156, I35 2.172
34 O 1.5052 0.9904 1.3919  C33 1.156
35 I 3.7764 2.8528 1.4771  C33 2.172
36 H -1.3433 4.8122 3.8220  C1 1.094
37 H -0.1486 3.6758 4.6998  C1 1.088
38 H -0.3107 2.1568 2.7540  C2 1.089
39 H -2.3131 4.2160 1.8285  C3 1.100
40 H -0.7798 4.6303 1.1100  C3 1.105
41 H -5.4893 4.3820 -1.2630  C7 1.098
42 H -3.9779 5.1329 -1.7402  C7 1.107
43 H -3.3816 4.8774 -3.8763  C9 1.107
44 H -4.4425 3.7905 -4.7781  C9 1.095
45 H -5.1392 5.0859 -3.7571  C9 1.100
46 H -3.8078 2.7319 1.5265  C10 1.092
47 H -4.9857 4.4411 2.4918  C11 1.098
48 H -6.2568 4.3855 1.2614  C11 1.097
49 H -4.7764 5.3289 0.9864  C11 1.103
50 H -5.0211 1.2628 -0.0998  C12 1.102
51 H -6.3422 2.4597 -0.1650  C12 1.098
52 H -5.4627 1.8827 2.6279  C13 1.107
53 H -7.0979 1.8712 1.9462  C13 1.097
54 H -6.0204 0.4066 1.8474  C13 1.092
55 H -2.1313 3.6597 -2.5765  N14 1.021
56 H -1.7072 1.5432 -1.9313  C15 1.103
57 H -0.6000 1.9168 -3.8325  C16 1.103
58 H 0.4276 3.1945 -3.2385  C16 1.103
59 H 1.3666 0.8202 -3.9372  C17 1.102
60 H 2.1045 1.5492 -2.5184  C17 1.098
61 H -0.2287 -0.4957 -2.2568  C18 1.098
62 H 1.0555 0.0280 -1.0613  C18 1.102
63 H 2.7976 -0.7239 -2.6442  C19 1.105
64 H 1.6023 -1.6259 -3.5668  C19 1.102
65 H 3.0167 -2.8220 -1.6671  C20 1.100
66 H 2.0374 -1.9412 -0.4932  C20 1.099
67 H -0.0408 -2.8422 -1.5892  C21 1.103
68 H 0.9854 -3.7697 -2.7384  C21 1.098
69 H 0.0833 -4.3933 0.0519  C22 1.100
70 H 0.6072 -5.4978 -1.2159  C22 1.103
71 H 2.2678 -5.8847 0.3529  C23 1.105
72 H 3.1276 -4.6210 -0.5187  C23 1.094
73 H 1.5606 -3.1355 1.3053  C24 1.102
74 H 2.0056 -4.5899 2.2780  C24 1.100
75 H 3.6634 -2.6708 2.4878  C25 1.098
76 H 3.8341 -2.6911 0.7279  C25 1.102
77 H 5.7034 -3.9380 1.2216  C26 1.103
78 H 4.5916 -5.3118 1.1405  C26 1.097
79 H 5.6663 -5.7843 3.0630  C27 1.104
80 H 4.3553 -4.8643 3.8171  C27 1.100
81 H 7.1335 -3.6787 3.0265  C28 1.099
82 H 6.7454 -4.4041 4.5982  C28 1.103
83 H 4.7082 -2.7494 4.6667  C29 1.100
84 H 5.5594 -1.8634 3.3980  C29 1.100
85 H 6.1122 -2.0470 6.3310  C30 1.099
86 H 7.6135 -2.1980 5.3767  C30 1.097
87 H 6.5581 -0.7613 5.2077  C30 1.099
88 H -0.3786 1.2066 -0.0624  C31 1.100
89 H 1.6169 2.8691 -0.9478  C32 1.101
90 H 1.0231 3.9049 0.3318  C32 1.096
91 C -8.4385 5.1006 -4.7159  Cl92 1.771, Cl93 1.768, H94 1.085, H95 1.085
92 Cl -8.1470 4.1896 -3.2256  C91 1.771
93 Cl -7.0582 6.1266 -5.1245  C91 1.768
94 H -8.6060 4.4001 -5.5267  C91 1.085
95 H -9.3124 5.7281 -4.5785  C91 1.085
96 C 3.6747 -2.1874 -5.7756  Cl97 1.768, Cl98 1.771, H99 1.084, H100 1.085
97 Cl 4.5106 -0.8352 -5.0029  C96 1.768
98 Cl 1.9389 -1.8794 -5.9404  C96 1.771
99 H 4.0953 -2.3360 -6.7641  C96 1.084
100 H 3.8155 -3.0787 -5.1729  C96 1.085
101 C -3.8914 -0.3366 4.4640  Cl102 1.770, Cl103 1.763, H104 1.085, H105 1.085
102 Cl -3.3031 1.2043 3.8222  C101 1.770
103 Cl -5.6464 -0.3335 4.6289  C101 1.763
104 H -3.5988 -1.1295 3.7838  C101 1.085
105 H -3.4501 -0.5029 5.4407  C101 1.085
106 C 4.2627 -8.0018 -0.9101  Cl107 1.768, Cl108 1.771, H109 1.084, H110 1.085
107 Cl 4.8488 -6.5200 -1.6769  C106 1.768
108 Cl 2.5152 -7.9600 -0.6256  C106 1.771
109 H 4.4864 -8.8385 -1.5626  C106 1.084
110 H 4.7681 -8.1272 0.0418  C106 1.085